49
Properties=species:S:1:pos:R:3 method="wB97M-V/def2-TZVPD" total_charge=+2 fmax_ha_per_bohr=0.00852 mol_weight_da=862.4 homo_ev="-14.34 / -14.69" s_squared=6.03 spin_multiplicity=5
Pt -0.097 -0.361 -0.084
C -1.387 2.365 -3.208
C -1.276 1.081 -2.691
N -0.752 1.137 -1.463
N -0.512 2.430 -1.175
C -0.892 3.188 -2.213
B 0.095 2.881 0.167
N 1.538 2.330 0.294
C 2.688 2.986 0.523
C 3.673 2.063 0.811
C 3.026 0.831 0.746
N 1.739 1.009 0.433
N -0.705 2.246 1.340
C -1.168 2.846 2.444
C -1.570 1.877 3.348
C -1.301 0.673 2.714
N -0.803 0.909 1.494
H -1.787 2.656 -4.164
H -1.559 0.143 -3.137
H -0.798 4.261 -2.173
H 0.088 4.070 0.248
H 2.726 4.063 0.489
H 4.704 2.255 1.054
H 3.425 -0.154 0.933
H -1.173 3.921 2.522
H -1.988 2.024 4.329
H -1.434 -0.334 3.078
Cl 0.775 -2.724 1.736
C 1.890 -2.525 0.434
C 1.615 -1.522 -0.495
C 2.518 -1.313 -1.596
Cl 2.167 -0.094 -2.712
C 3.647 -2.095 -1.753
Cl 4.714 -1.855 -3.054
C 3.895 -3.105 -0.804
Cl 5.234 -4.084 -0.956
C 2.997 -3.326 0.313
Cl 3.321 -4.545 1.422
I -0.802 -2.645 -2.173
C -2.308 -2.469 -0.725
C -3.296 -3.421 -0.619
C -4.319 -3.166 0.288
C -4.308 -1.979 1.003
C -3.259 -1.096 0.826
N -2.249 -1.350 -0.017
H -3.281 -4.317 -1.223
H -5.120 -3.882 0.412
H -5.106 -1.730 1.689
H -3.225 -0.150 1.346